(1)
Formula: C6H9NO
Source: the Open Molecules 2025 dataset
Level of theory: wB97M-V/def2-TZVPD

XYZ file:
```
17
Properties=species:S:1:pos:R:3:nbo_charge:R:1
C 1.40167 -0.13320 0.91524 -0.112
C 0.19303 -0.73014 0.49241 0.192
C 1.36024 1.93330 -0.28568 0.540
C 0.89745 3.05524 -0.74906 -0.581
C -0.16385 -2.06727 1.05380 -0.689
C -1.77280 -0.51007 -0.99138 -0.445
N -0.61123 -0.08638 -0.30829 -0.511
O 1.84685 1.01074 0.38922 -0.316
H 2.30047 -0.70379 1.24818 0.188
H 1.02477 3.28211 -1.74527 0.233
H 0.53409 3.84296 -0.07215 0.234
H 0.66419 -2.77457 1.11938 0.225
H -1.04039 -2.55515 0.56097 0.235
H -0.19303 -1.95942 2.19884 0.236
H -1.88213 0.02995 -1.97084 0.193
H -1.95874 -1.51831 -1.42843 0.177
H -2.60059 -0.11599 -0.42694 0.202
```

Values from the calculation:
Spin multiplicity: 1
Kohn-Sham gap (alpha / beta) in hartree: 0.272 / 0.278
E_LUMO (alpha / beta) in eV: 0.3 / 0.4
Energy above the lowest of the compared OMol25 structures with the same formula, charge and spin in kcal per mole: 141.0
Highest occupied orbital energy (alpha / beta) in Eh: -0.262 / -0.264



(2)
Formula: C4H11O
Source: the Open Molecules 2025 dataset
Level of theory: wB97M-V/def2-TZVPD

XYZ file:
```
16
Properties=species:S:1:pos:R:3:nbo_charge:R:1
C -2.32474 0.22185 1.42494 -0.188
O -2.66769 -0.14442 0.18416 -0.979
H -1.59391 -0.43836 1.97105 0.055
H -3.18567 0.33116 2.12824 0.076
H -1.78337 1.21473 1.42711 0.055
C 1.55833 -0.66736 0.40570 -0.599
C 0.44028 -0.11720 -0.50937 -0.412
C 0.96828 0.43485 -1.82326 -0.607
H 2.34364 0.06711 0.56062 0.177
H 1.13249 -0.89113 1.38495 0.210
H 2.00875 -1.57330 -0.01067 0.177
H -0.30190 -0.89119 -0.66858 0.241
H -0.00317 0.67396 0.08362 0.219
H 2.03290 0.27751 -1.95571 0.177
H 0.85305 1.51828 -1.89532 0.198
H 0.52272 -0.01650 -2.70746 0.200
```

Values from the calculation:
Spin multiplicity: 1
Kohn-Sham gap in hartree: 0.213
E_LUMO in eV: 3.9
Energy above the lowest of the compared OMol25 structures with the same formula, charge and spin in kcal per mole: 9.8
Charge: -1
Highest occupied orbital energy in Eh: -0.069



(3)
Formula: C5H9N
Source: the Open Molecules 2025 dataset
Level of theory: wB97M-V/def2-TZVPD

XYZ file:
```
15
Properties=species:S:1:pos:R:3:nbo_charge:R:1
C -0.42528 0.04361 -2.02428 -0.402
N -0.03113 0.68409 -0.73870 -0.700
C 0.49862 -0.13245 0.32798 0.150
C 1.66667 -0.84411 0.22254 -0.459
C -1.41880 0.25217 1.88869 -0.382
C -0.10076 0.01877 1.73496 -0.227
H -1.38548 0.38768 -2.43627 0.188
H 0.24796 0.24218 -2.82745 0.176
H -0.50588 -1.15651 -1.89359 0.208
H 0.10646 1.68770 -0.79934 0.392
H 2.26349 -0.51767 -0.67159 0.205
H 2.12666 -1.52631 0.93677 0.214
H -1.84363 0.94534 1.17999 0.210
H -2.00440 -0.21443 2.63853 0.203
H 0.80548 0.12994 2.46176 0.223
```

Values from the calculation:
Spin multiplicity: 1
Kohn-Sham gap in hartree: 0.319
SMILES string: C=CC(=C)NC
E_LUMO in eV: 0.6
Energy above the lowest of the compared OMol25 structures with the same formula, charge and spin in kcal per mole: 88.3
Highest occupied orbital energy in Eh: -0.295



(4)
Formula: C28H24Cl3CrN2O2S5Se
Source: the Open Molecules 2025 dataset
Level of theory: wB97M-V/def2-TZVPD

XYZ file:
```
66
Properties=species:S:1:pos:R:3:nbo_charge:R:1
Cr -3.67180 0.39098 -0.88007 0.837
O -10.19375 0.55395 -3.09751 -0.609
C -9.03810 0.48504 -2.74769 0.179
S -8.43280 -0.67238 -1.56088 0.307
C -6.75403 -0.15821 -1.58780 -0.408
C -6.44043 0.85394 -2.41095 -0.396
S -4.84123 1.53622 -2.58551 -0.321
S -7.75649 1.53467 -3.35453 0.315
S -5.60423 -0.97417 -0.55715 -0.359
Cl 5.32856 -2.99923 6.26166 0.003
C 4.00651 -2.54150 5.23096 -0.022
C 3.26513 -1.41273 5.52411 -0.241
C 2.22119 -1.07209 4.67797 -0.192
C 1.89266 -1.82295 3.55486 -0.004
C 0.72607 -1.36211 2.70075 0.066
C -0.51394 -2.22631 2.89790 -0.219
N -1.66653 -1.56272 2.31724 -0.336
C -2.45672 -0.64123 2.97280 -0.098
C -3.22170 -0.05452 2.02360 -0.054
N -2.90194 -0.57741 0.79034 -0.523
C -1.97563 -1.48772 1.00033 0.226
O 1.01811 -1.39465 1.33484 -0.555
C 1.43796 -0.17452 0.72767 -0.076
C 2.51893 -0.51360 -0.24915 -0.119
C 2.43968 -1.47903 -1.20242 -0.229
Cl 1.08015 -2.44537 -1.60640 0.049
S 3.90718 -1.68591 -2.06232 0.466
C 4.66372 -0.44995 -1.15272 -0.426
C 3.81602 0.08004 -0.23379 -0.223
C 2.65483 -2.95965 3.30192 -0.022
Cl 2.32167 -4.01597 1.96393 0.028
C 3.71128 -3.31869 4.12655 -0.252
H 3.50504 -0.81079 6.38910 0.231
H 1.64035 -0.18201 4.89141 0.218
H 0.47314 -0.34206 3.01308 0.193
H -0.71085 -2.39394 3.95643 0.213
H -0.34693 -3.18424 2.40718 0.234
H -2.39547 -0.49413 4.03673 0.217
H -3.97686 0.70464 2.12962 0.232
H -1.47869 -2.07544 0.24509 0.224
H 1.85557 0.49898 1.48190 0.177
H 0.58243 0.32379 0.25992 0.232
H 5.68849 -0.18301 -1.34985 0.236
H 4.08999 0.87545 0.44596 0.221
H 4.29080 -4.20363 3.90629 0.242
C 2.99016 2.19351 -4.62819 -0.619
C 1.84621 2.11715 -3.64805 -0.047
C 1.81305 2.91647 -2.51399 -0.247
C 0.73867 2.89970 -1.62900 0.042
C 0.76314 3.82320 -0.44194 -0.647
C -0.35104 2.04094 -1.86896 -0.190
Se -1.81209 2.09286 -0.63448 -0.365
C -0.32406 1.21510 -3.00132 -0.039
C -1.45837 0.28927 -3.33641 -0.625
C 0.76779 1.27166 -3.86440 -0.216
H 3.90596 2.52710 -4.13915 0.204
H 2.77107 2.89978 -5.43354 0.209
H 3.18298 1.22324 -5.08835 0.208
H 2.64485 3.58626 -2.31237 0.189
H 1.67438 4.42412 -0.44264 0.194
H 0.70042 3.26493 0.49605 0.215
H -0.10355 4.48675 -0.44972 0.232
H -1.74709 -0.31630 -2.47113 0.191
H -1.17687 -0.39002 -4.14214 0.206
H -2.35114 0.84048 -3.64209 0.248
H 0.76818 0.62802 -4.73959 0.195
```

Values from the calculation:
Spin multiplicity: 5
Kohn-Sham gap (alpha / beta) in hartree: 0.197 / 0.204
⟨S²⟩: 6.031
E_LUMO (alpha / beta) in eV: 1.7 / 1.7
Energy above the lowest of the compared OMol25 structures with the same formula, charge and spin in kcal per mole: 0.0
Charge: -1
Highest occupied orbital energy (alpha / beta) in Eh: -0.133 / -0.140



(5)
Formula: Cd2H14O8
Source: the Open Molecules 2025 dataset
Level of theory: wB97M-V/def2-TZVPD

XYZ file:
```
24
Properties=species:S:1:pos:R:3:nbo_charge:R:1
Cd 17.10444 -8.50441 -5.76865 1.774
Cd 17.28444 -11.50150 -6.92707 1.793
O 17.76002 -10.42173 -5.15248 -1.337
H 17.84320 -10.66284 -4.22404 0.514
O 16.44657 -9.59303 -7.46263 -1.403
H 15.51995 -9.59429 -7.74933 0.514
O 17.18162 -9.18439 -10.19660 -0.955
H 16.43395 -8.89026 -10.72720 0.476
H 16.83844 -9.30912 -9.30256 0.467
O 19.20952 -10.86593 -8.04508 -0.990
H 20.13977 -11.13784 -8.05291 0.527
H 19.25836 -9.91354 -7.89380 0.494
O 14.40928 -11.79450 -10.11191 -0.961
H 13.92804 -11.81306 -10.94840 0.521
H 14.21714 -10.92300 -9.74027 0.482
O 13.83279 -8.72081 -8.63540 -0.971
H 13.66658 -8.01994 -7.99458 0.479
H 12.93537 -9.00299 -8.86355 0.501
O 16.51842 -12.51682 -8.65539 -1.049
H 16.71790 -13.42065 -8.93697 0.528
H 15.73218 -12.24465 -9.19861 0.547
O 16.42976 -6.68787 -6.94210 -1.015
H 17.03695 -5.98123 -7.21347 0.534
H 15.54852 -6.37945 -7.19321 0.531
```

Values from the calculation:
Spin multiplicity: 1
Kohn-Sham gap in hartree: 0.289
E_LUMO in eV: -8.8
Energy above the lowest of the compared OMol25 structures with the same formula, charge and spin in kcal per mole: 2.2
Charge: +2
Highest occupied orbital energy in Eh: -0.610



(6)
Formula: C23H40ClMoN5
Source: the Open Molecules 2025 dataset
Level of theory: wB97M-V/def2-TZVPD

XYZ file:
```
70
Properties=species:S:1:pos:R:3:nbo_charge:R:1
Mo -0.34511 0.78811 0.66607 0.022
Cl -2.50012 0.52016 -0.57643 -0.676
C 0.14000 2.86232 4.07178 -0.145
C -0.58546 1.57394 2.42469 0.231
N -0.09779 2.80456 2.70941 -0.414
H -0.13581 1.34808 5.64439 0.199
N -0.58525 0.82665 3.55631 -0.421
H 0.55178 3.69902 4.62760 0.214
C 0.33289 3.70123 1.60035 0.105
C 0.19466 5.13296 2.07912 -1.117
C 1.75973 3.35860 1.15884 -0.687
H 0.87871 5.36171 2.90225 0.198
H 0.42506 5.80925 1.24787 0.203
H -0.83715 5.33485 2.39143 0.209
H -0.26833 4.31959 -0.31887 0.228
H -1.60303 3.45095 0.51193 0.244
H 1.90206 2.28955 0.91313 0.261
C -0.52072 3.47062 0.34172 -0.614
H 2.50922 3.66432 1.90042 0.202
H 1.95169 3.90653 0.22414 0.199
H -0.22695 2.56752 -0.29288 0.204
C -0.19771 1.64006 4.58575 -0.100
C 0.58922 -1.43014 3.59153 -0.646
H 1.02585 -1.33845 4.60820 0.188
H 0.36165 -2.49282 3.30447 0.193
C -0.75697 -0.67058 3.50184 0.148
H -1.45472 -2.17118 2.17730 0.211
C -1.62926 -1.12357 4.67001 -0.631
H -2.64040 -0.70123 4.63318 0.209
H 1.26159 -1.02371 2.82130 0.280
H -0.48957 -1.04997 1.26264 0.245
H -1.16854 -0.84924 5.62883 0.199
H -1.72369 -2.22081 4.64106 0.200
C -1.30113 -1.07731 2.11122 -0.590
H -2.25887 -0.62926 1.80435 0.261
C 0.08442 -1.59546 -4.68432 -0.123
N 0.45158 -0.79690 -3.57728 -0.399
H -0.60128 -3.68438 -4.68090 0.199
N -0.04150 -2.75648 -2.77291 -0.418
H 0.04296 -1.26583 -5.70263 0.206
C 0.75412 0.64247 -3.53792 0.108
C 1.67317 1.03163 -4.68069 -0.657
C -0.54201 1.45487 -3.54873 -0.657
H 1.19961 0.86723 -5.66866 0.194
H 1.91447 2.10400 -4.56558 0.215
H 2.62333 0.47729 -4.61632 0.211
H 1.62337 2.01125 -2.14109 0.200
H 2.15041 0.29578 -1.77908 0.261
H -1.10181 1.26478 -2.61451 0.267
C 1.32690 0.94289 -2.14560 -0.583
H -1.19113 1.26667 -4.41681 0.193
H -0.23808 2.51519 -3.54121 0.200
H 0.42380 0.89456 -1.40389 0.201
C -0.23331 -2.83049 -4.16681 -0.114
C -1.78620 -3.28074 -1.13089 -0.630
H -2.62522 -3.42872 -1.83204 0.196
H -1.96921 -3.90650 -0.23805 0.192
C -0.43020 -3.70212 -1.71314 0.126
H 0.12624 -4.20966 0.28354 0.188
C -0.42701 -5.10095 -2.26146 -0.626
H 0.58572 -5.36084 -2.60833 0.209
H -1.74322 -2.22902 -0.79504 0.273
H 0.58860 -2.53688 -0.22663 0.278
H -1.16679 -5.22945 -3.06500 0.198
H -0.68742 -5.77862 -1.43355 0.210
C 0.53983 -3.58950 -0.53971 -0.615
H 1.54324 -3.97203 -0.78666 0.203
C 0.34941 -1.54198 -2.50228 0.151
N 2.64139 -0.59050 0.99946 -0.637
C 1.58431 -0.03388 0.96974 -0.030
```

Values from the calculation:
Spin multiplicity: 3
Kohn-Sham gap (alpha / beta) in hartree: 0.048 / 0.142
⟨S²⟩: 2.008
E_LUMO (alpha / beta) in eV: 4.3 / 4.2
Energy above the lowest of the compared OMol25 structures with the same formula, charge and spin in kcal per mole: 22.2
Charge: -2
Highest occupied orbital energy (alpha / beta) in Eh: 0.112 / 0.014



(7)
Formula: C5H3NO
Source: the Open Molecules 2025 dataset
Level of theory: wB97M-V/def2-TZVPD

XYZ file:
```
10
Properties=species:S:1:pos:R:3:nbo_charge:R:1
C 2.43523 0.39854 0.22415 -0.207
C 1.40124 -0.22039 0.30829 -0.022
C -0.02400 -0.33923 0.21648 -0.266
C -0.71470 0.82985 0.27877 0.193
O -1.93289 0.69226 -0.22487 -0.264
N -2.10970 -0.62236 -0.60557 -0.111
C -0.99162 -1.24239 -0.33128 -0.014
H 3.27657 1.01805 0.00946 0.240
H -0.38836 1.79688 0.64367 0.219
H -0.95177 -2.31119 -0.51911 0.231
```

Values from the calculation:
Spin multiplicity: 1
Kohn-Sham gap in hartree: 0.375
SMILES string: C#Cc1cnoc1
E_LUMO in eV: 0.8
Energy above the lowest of the compared OMol25 structures with the same formula, charge and spin in kcal per mole: 67.3
Highest occupied orbital energy in Eh: -0.344



(8)
Formula: C3H3O3S
Source: the Open Molecules 2025 dataset
Level of theory: wB97M-V/def2-TZVPD

XYZ file:
```
10
Properties=species:S:1:pos:R:3:nbo_charge:R:1
C 0.51453 -0.38615 -1.02846 0.702
C -0.84183 -0.42232 1.02113 -0.115
C 0.24091 0.24909 0.28766 -0.092
O 1.17669 0.43299 -1.85642 -0.711
O 0.33874 -1.56059 -1.26622 -0.582
O -1.93928 0.09737 0.48344 -0.755
S 1.01321 1.71277 0.62046 -0.169
H -0.80110 -1.50333 1.12467 0.137
H -0.73509 -0.02709 2.05234 0.099
H 1.03322 1.40726 -1.43860 0.486
```

Values from the calculation:
Spin multiplicity: 1
Kohn-Sham gap (alpha / beta) in hartree: 0.260 / 0.254
SMILES string: O=C(O)C(=S)C[O-]
E_LUMO (alpha / beta) in eV: 3.1 / 3.1
Energy above the lowest of the compared OMol25 structures with the same formula, charge and spin in kcal per mole: 36.5
Charge: -1
Highest occupied orbital energy (alpha / beta) in Eh: -0.145 / -0.139



Q: Number 5 is which compound?
A: Cd2H14O8